Entry 1:
The following is a DFT calculation (ωB97M-V with the def2-TZVPD basis set) of one molecule with the formula C5H9NO.

Calculated values
SMILES string: CC(=O)[C@@H]1CN1C
E_LUMO (eV): 0.5
Strongest force on any atom (hartree/bohr): 0.01433
Relative energy (zero: lowest compared OMol25 entry of this formula, charge and spin) (kJ/mol): 359.21
Kohn-Sham gap (eV): 9.21

Structure (ORCA input):
```
! RIJCOSX wB97M-V def2-TZVPD def2/J DEFGRID3
* xyz 0 1
C -1.95 -0.23 0.50
N -0.72 0.40 0.86
C 0.37 -0.08 1.50
C 0.14 1.18 0.10
C 0.98 0.73 -1.02
O 1.49 1.56 -1.75
C 1.22 -0.74 -1.27
H -2.56 -0.40 1.39
H -1.79 -1.19 -0.01
H -2.47 0.45 -0.18
H 0.88 0.52 2.24
H 0.54 -1.17 1.58
H -0.06 2.26 0.07
H 1.25 -0.89 -2.34
H 2.20 -1.03 -0.86
H 0.46 -1.38 -0.82
*
```

These are the Mulliken partial charges, in e, on atoms 1 to 4: -0.786, 0.135, -0.477, -0.630

Entry 2:
The following is a DFT calculation (ωB97M-V with the def2-TZVPD basis set) of one molecule with the formula C5H9NO.

Calculated values
E_LUMO (eV): 0.2
Strongest force on any atom (hartree/bohr): 0.00900
Relative energy (zero: lowest compared OMol25 entry of this formula, charge and spin) (kJ/mol): 396.45
Kohn-Sham gap (eV): 9.18

Structure (ORCA input):
```
! RIJCOSX wB97M-V def2-TZVPD def2/J DEFGRID3
* xyz 0 1
N 2.11 0.61 0.93
C 1.27 0.38 0.03
C 0.75 -0.97 -0.35
C -0.65 -1.26 0.24
C -1.76 -0.32 -0.23
C 0.28 2.55 -0.38
O 0.72 1.40 -0.82
H 2.33 1.60 1.02
H 0.72 -1.04 -1.44
H 1.46 -1.71 0.03
H -0.58 -1.26 1.33
H -0.91 -2.29 -0.05
H -1.82 -0.28 -1.32
H -2.73 -0.65 0.16
H 0.43 2.53 0.74
H -1.61 0.71 0.13
*
```

These are the Mulliken partial charges, in e, on atoms 1 to 4: -0.594, 0.483, -0.558, -0.398

Entry 3:
The following is a DFT calculation (ωB97M-V with the def2-TZVPD basis set) of one molecule with the formula C5H9NO in a non-equilibrium geometry.

Calculated values
SMILES string: C[C@@H](O)[C@@H](C)C#N
E_LUMO (eV): 0.6
Strongest force on any atom (hartree/bohr): 0.02220
Relative energy (zero: lowest compared OMol25 entry of this formula, charge and spin) (kJ/mol): 100.33
Kohn-Sham gap (eV): 11.48

Structure (ORCA input):
```
! RIJCOSX wB97M-V def2-TZVPD def2/J DEFGRID3
* xyz 0 1
C 1.64 0.19 -0.39
C 0.35 0.91 -0.03
O -0.01 1.68 -1.16
C -0.83 -0.05 0.34
C -0.79 -1.41 -0.37
C -0.95 -0.22 1.79
N -1.06 -0.32 2.94
H 1.96 -0.48 0.41
H 2.42 0.94 -0.57
H 1.51 -0.38 -1.31
H 0.54 1.56 0.84
H -0.66 2.34 -0.87
H -1.74 0.47 0.02
H -1.72 -1.96 -0.19
H 0.04 -2.01 -0.01
H -0.68 -1.26 -1.44
*
```

These are the Mulliken partial charges, in e, on atoms 1 to 4: -1.425, 0.129, -0.557, 0.661

Entry 4:
The following is a DFT calculation (ωB97M-V with the def2-TZVPD basis set) of one molecule with the formula C5H9NO in a non-equilibrium geometry.

Calculated values
SMILES string: CC(=O)[C@@H]1CN1C
E_LUMO (eV): 0.9
Strongest force on any atom (hartree/bohr): 0.07370
Relative energy (zero: lowest compared OMol25 entry of this formula, charge and spin) (kJ/mol): 360.07
Kohn-Sham gap (eV): 10.16

Structure (ORCA input):
```
! RIJCOSX wB97M-V def2-TZVPD def2/J DEFGRID3
* xyz 0 1
C -0.94 -1.96 -0.35
N -0.27 -0.85 0.30
C -1.08 0.14 0.95
C -0.36 0.44 -0.37
C 1.04 1.16 -0.81
O 1.08 1.72 -1.87
C 1.95 1.27 0.32
H -1.10 -2.75 0.38
H -0.29 -2.33 -1.15
H -1.91 -1.68 -0.79
H -2.17 0.05 0.88
H -0.71 0.53 1.90
H -1.03 0.54 -1.22
H 2.88 1.88 0.20
H 0.84 1.51 0.79
H 2.08 0.33 0.84
*
```

These are the Mulliken partial charges, in e, on atoms 1 to 4: -0.843, -0.155, -0.195, -0.423

Entry 5:
The following is a DFT calculation (ωB97M-V with the def2-TZVPD basis set) of a 2-piece molecular cluster, C5H9NO overall in a non-equilibrium geometry.

Calculated values
SMILES string: Cc1ccc[nH]1.O
E_LUMO (eV): 0.9
Strongest force on any atom (hartree/bohr): 0.02249
Relative energy (zero: lowest compared OMol25 entry of this formula, charge and spin) (kJ/mol): 87.06
Kohn-Sham gap (eV): 9.10

Structure (ORCA input):
```
! RIJCOSX wB97M-V def2-TZVPD def2/J DEFGRID3
* xyz 0 1
C -0.86 -0.19 1.64
C -1.37 -1.08 0.76
N -1.15 -0.58 -0.52
C -0.41 0.57 -0.44
C -0.23 0.85 0.89
C 0.16 1.18 -1.67
H -0.72 -0.24 2.71
H -2.06 -1.90 0.89
H -1.12 -1.16 -1.33
H 0.34 1.67 1.30
H 0.79 0.43 -2.16
H -0.58 1.49 -2.41
H 0.78 2.05 -1.49
H 2.65 -0.85 0.04
H 1.68 -0.83 1.22
O 2.11 -1.41 0.57
*
```

These are the Mulliken partial charges, in e, on atoms 1 to 4: -0.523, -0.460, -0.103, 0.585

Entry 6:
The following is a DFT calculation (ωB97M-V with the def2-TZVPD basis set) of one molecule with the formula C5H9NO.

Calculated values
SMILES string: CC1(C)COC=N1
E_LUMO (eV): 1.0
Strongest force on any atom (hartree/bohr): 0.00762
Relative energy (zero: lowest compared OMol25 entry of this formula, charge and spin) (kJ/mol): 89.00
Kohn-Sham gap (eV): 10.59

Structure (ORCA input):
```
! RIJCOSX wB97M-V def2-TZVPD def2/J DEFGRID3
* xyz 0 1
C -0.36 -1.48 -0.38
C 0.09 -0.03 -0.20
C 0.18 0.68 -1.55
C -0.80 0.72 0.81
O -0.10 0.58 2.06
C 1.16 0.23 1.69
N 1.40 -0.06 0.48
H 0.39 -2.04 -0.94
H -1.31 -1.54 -0.92
H -0.49 -1.96 0.60
H -0.73 0.54 -2.13
H 0.35 1.76 -1.42
H 1.02 0.28 -2.13
H -0.88 1.79 0.58
H -1.80 0.30 0.93
H 1.88 0.22 2.50
*
```

These are the Mulliken partial charges, in e, on atoms 1 to 4: -1.545, 1.708, -1.599, -0.664

Entry 7:
The following is a DFT calculation (ωB97M-V with the def2-TZVPD basis set) of one molecule with the formula C5H9NO.

Calculated values
SMILES string: C[C@H]1CN(C)C1=O
E_LUMO (eV): 0.9
Strongest force on any atom (hartree/bohr): 0.01835
Relative energy (zero: lowest compared OMol25 entry of this formula, charge and spin) (kJ/mol): 94.75
Kohn-Sham gap (eV): 10.20

Structure (ORCA input):
```
! RIJCOSX wB97M-V def2-TZVPD def2/J DEFGRID3
* xyz 0 1
C -0.39 2.18 -0.65
C -0.62 0.66 -0.70
C 0.54 -0.36 -0.88
N 0.22 -0.88 0.44
C 0.67 -2.03 1.16
C -0.77 0.02 0.71
O -1.41 0.23 1.71
H 0.55 2.44 -0.14
H -1.19 2.68 -0.08
H -0.37 2.64 -1.64
H -1.45 0.41 -1.36
H 0.36 -1.10 -1.67
H 1.55 0.05 -0.99
H 0.13 -2.03 2.11
H 0.45 -2.95 0.62
H 1.75 -1.97 1.35
*
```

These are the Mulliken partial charges, in e, on atoms 1 to 4: -1.365, 0.256, -0.682, 0.169

Entry 8:
The following is a DFT calculation (ωB97M-V with the def2-TZVPD basis set) of a 3-piece molecular cluster, C5H9NO overall in a non-equilibrium geometry.

Calculated values
SMILES string: C=CC#N.[H][H].CC=O
E_LUMO (eV): 0.3
Strongest force on any atom (hartree/bohr): 0.02630
Relative energy (zero: lowest compared OMol25 entry of this formula, charge and spin) (kJ/mol): 314.68
Kohn-Sham gap (eV): 10.45

Structure (ORCA input):
```
! RIJCOSX wB97M-V def2-TZVPD def2/J DEFGRID3
* xyz 0 1
C 0.34 -1.86 -1.18
C 1.24 -0.64 -1.13
O 0.99 0.45 -1.61
C 0.11 1.07 1.34
C -0.95 1.85 1.65
C 0.10 -0.32 1.76
N 0.05 -1.42 2.14
H 0.32 -2.37 -0.21
H 0.79 -2.56 -1.90
H -0.68 -1.61 -1.50
H 2.19 -0.77 -0.58
H -1.02 1.09 -1.64
H 0.98 1.36 0.73
H -0.97 2.88 1.30
H -1.86 1.49 2.16
H -1.64 1.36 -1.34
*
```

These are the Mulliken partial charges, in e, on atoms 1 to 4: -0.898, 0.043, -0.474, -0.032

Entry 9:
The following is a DFT calculation (ωB97M-V with the def2-TZVPD basis set) of a 2-piece molecular cluster, C5H9NO overall in a non-equilibrium geometry.

Calculated values
E_LUMO (spin up / spin down) (eV): -3.9 / -7.7
Strongest force on any atom (hartree/bohr): 0.03521
Relative energy (zero: lowest compared OMol25 entry of this formula, charge and spin) (kJ/mol): 37.75
Kohn-Sham gap (spin up / spin down) (eV): 10.93 / 7.19

Structure (ORCA input):
```
! RIJCOSX wB97M-V def2-TZVPD def2/J DEFGRID3
* xyz 1 2
C -1.09 1.27 0.51
C -0.09 0.17 0.62
C 1.24 0.23 0.08
N 1.91 -0.89 0.41
C 1.02 -1.72 1.11
C -0.17 -1.07 1.28
H -1.78 1.12 -0.32
H -1.80 1.32 1.34
H -0.49 2.18 0.47
H 1.79 0.92 -0.54
H 2.64 -1.35 -0.13
H 1.36 -2.70 1.42
H -1.04 -1.38 1.82
H -1.29 0.43 -1.94
H -1.05 1.18 -3.26
O -1.16 0.30 -2.87
*
```

These are the Mulliken partial charges, in e, on atoms 1 to 4: -1.013, 0.926, -0.443, -0.051

Entry 10:
The following is a DFT calculation (ωB97M-V with the def2-TZVPD basis set) of one molecule with the formula C5H9NO2 in a non-equilibrium geometry.

Calculated values
SMILES string: COC(C)(C#N)OC
E_LUMO (eV): 0.7
Strongest force on any atom (hartree/bohr): 0.13098
Relative energy (zero: lowest compared OMol25 entry of this formula, charge and spin) (kJ/mol): 411.67
Kohn-Sham gap (eV): 11.60

Structure (ORCA input):
```
! RIJCOSX wB97M-V def2-TZVPD def2/J DEFGRID3
* xyz 0 1
C -1.58 -1.00 -0.75
C 0.48 -0.11 0.15
C 0.74 -1.16 1.31
C -0.22 2.10 -0.13
C 1.85 0.07 -0.56
H -2.05 -0.11 -0.36
H -1.83 -1.33 -1.84
H -1.70 -1.74 -0.07
H -0.01 -0.98 2.16
H 1.85 -1.19 1.88
H 0.50 -2.11 0.61
H -1.15 1.80 -0.76
H 0.64 2.43 -0.98
H -0.33 2.98 0.48
N 2.99 -0.14 -0.92
O -0.17 -0.59 -0.96
O -0.01 1.08 0.74
*
```

These are the Mulliken partial charges, in e, on atoms 1 to 4: -0.815, 1.204, -1.098, -0.615